9
Properties=species:S:1:pos:R:3:mulliken_charge:R:1 method="wB97M-V/def2-TZVPD" e_homo_ev=-8.768 total_energy_ev=-11014.9097 orbital_gap_ev=9.4830 e_above_lowest_kj_mol=43.8
N -1.26036 3.40079 -0.06365 -0.60
N -3.44990 -1.15650 0.00256 0.79
N -1.13832 2.27122 -0.07413 0.43
N -4.44761 -1.58245 0.30066 -0.36
N -1.15003 1.07560 -0.09272 0.19
N -0.01041 0.30965 0.09614 -0.47
O -2.38791 -0.83963 -0.31498 -0.48
H 0.22632 -0.32556 -0.68857 0.25
H 0.80682 0.91741 0.18757 0.25